Record 1
{"formula": "C3H6O2", "method": "wB97M-V/def2-TZVPD", "species": ["C", "O", "C", "C", "O", "H", "H", "H", "H", "H", "H"], "xyz": [[-1.3570, 0.6678, 0.3091], [-0.9211, -0.5910, -0.1946], [0.2891, -0.9928, 0.1674], [1.4842, 0.4722, -0.6472], [2.0167, -0.6767, -0.5336], [-1.3760, 0.6510, 1.4049], [-0.6467, 1.4264, -0.0361], [-2.3608, 0.8237, -0.0851], [0.4127, -2.0167, -0.1742], [0.6106, -0.7451, 1.1739], [2.0338, 1.0963, -1.4194]], "lowdin_charge": [-0.073, -0.131, -0.096, -0.102, -0.136, 0.097, 0.067, 0.093, 0.127, 0.123, 0.031], "total_energy_ev": -7297.604, "lumo_energy_ha": 0.0277, "fmax_ev_per_a": 0.5, "homo_lumo_gap_ev": 8.117, "de_lowest_kcal_mol": 140.1}


Record 2
{"formula": "C4H11NO", "method": "wB97M-V/def2-TZVPD", "species": ["C", "N", "C", "C", "C", "H", "H", "H", "H", "H", "H", "H", "H", "H", "O", "H", "H"], "xyz": [[0.1773, 0.2799, 1.6169], [0.3173, -0.6116, 0.6983], [-0.7269, -0.5314, -0.3471], [-0.1392, 0.3267, -1.5082], [-0.5358, 1.7766, -1.3364], [1.0222, 0.4404, 2.2698], [-0.7858, 0.7367, 1.6976], [-1.7028, -0.1749, 0.0092], [-0.9436, -1.5090, -0.7614], [-0.5210, -0.1854, -2.4077], [0.9393, 0.2267, -1.5259], [-0.1214, 2.4320, -2.1050], [-0.1615, 2.1016, -0.3543], [-1.5917, 1.9996, -1.2380], [1.9487, -2.3960, 1.9325], [1.4465, -3.2232, 1.8108], [1.3784, -1.6889, 1.5492]], "lowdin_charge": [-0.008, -0.053, -0.231, -0.238, -0.120, 0.085, 0.073, 0.109, 0.098, 0.105, 0.105, 0.072, 0.063, 0.068, -0.114, 0.032, -0.045], "smiles": "C=NCCC.O", "total_energy_ev": -7862.851, "lumo_energy_ha": 0.0338, "fmax_ev_per_a": 2.5, "homo_lumo_gap_ev": 11.135, "de_lowest_kcal_mol": 39.3}